{"formula": "C37H28N3P2S4V", "method": "wB97M-V/def2-TZVPD", "multiplicity": 4, "e_homo_ev": [-4.3, -4.8], "charge": -1, "s_squared": 3.781, "orbital_gap_ha": [0.2340, 0.2275], "e_lumo_ev": [2.0709, 1.3667], "e_tot_ha": -4810.625829, "de_lowest_kcal_mol": 0.00, "elements": ["V", "C", "C", "P", "C", "C", "C", "C", "C", "C", "C", "C", "C", "C", "C", "C", "C", "P", "C", "C", "C", "C", "C", "C", "C", "C", "C", "C", "C", "C", "H", "H", "H", "H", "H", "H", "H", "H", "H", "H", "H", "H", "H", "H", "H", "H", "H", "H", "H", "H", "H", "H", "H", "H", "H", "H", "S", "C", "C", "C", "C", "N", "C", "C", "C", "S", "C", "N", "H", "H", "S", "C", "N", "S", "C"], "positions_angstrom": [[-0.42339, -0.43130, -0.44538], [2.39850, -0.42483, 2.29108], [1.02244, -0.73621, 2.89638], [-0.41189, -0.04465, 1.96261], [-1.82142, -0.87158, 2.83422], [-3.00509, -0.15680, 3.02575], [-4.10958, -0.74860, 3.62310], [-4.05286, -2.07163, 4.04321], [-2.88300, -2.79401, 3.85819], [-1.78010, -2.19895, 3.25552], [-0.60337, 1.63707, 2.66093], [-1.08420, 2.62643, 1.81521], [-1.28222, 3.92398, 2.27875], [-1.01090, 4.23241, 3.60107], [-0.56249, 3.23781, 4.46952], [-0.36522, 1.94699, 4.00398], [2.74665, -1.27323, 1.05614], [1.98666, -0.56378, -0.46470], [3.14406, 0.85624, -0.64476], [4.40197, 0.73269, -1.23993], [5.27471, 1.81395, -1.26914], [4.90696, 3.02755, -0.69402], [3.66918, 3.15206, -0.08226], [2.79955, 2.06761, -0.05760], [2.57767, -1.67075, -1.79860], [2.93276, -2.99972, -1.59213], [3.27370, -3.81786, -2.66728], [3.27018, -3.30807, -3.95728], [2.92433, -1.97687, -4.17344], [2.56968, -1.16855, -3.10371], [3.15646, -0.59022, 3.05382], [2.45283, 0.63683, 2.04187], [0.96930, -0.35886, 3.91068], [0.88237, -1.81442, 2.94837], [-3.07224, 0.87114, 2.69318], [-5.01944, -0.17262, 3.75373], [-4.91695, -2.53754, 4.50571], [-2.82476, -3.82823, 4.17660], [-0.89286, -2.79426, 3.11141], [-1.31717, 2.37752, 0.79223], [-1.62848, 4.68612, 1.59168], [-1.14423, 5.24687, 3.96094], [-0.37267, 3.46773, 5.51230], [-0.04979, 1.18113, 4.70360], [2.38277, -2.29199, 1.18996], [3.82055, -1.31205, 0.90155], [4.69947, -0.20493, -1.69281], [6.24253, 1.71005, -1.74835], [5.58601, 3.87235, -0.72728], [3.35909, 4.09057, 0.36381], [1.84037, 2.18172, 0.41329], [2.95344, -3.41016, -0.58972], [3.53497, -4.85768, -2.49162], [3.52629, -3.94788, -4.79566], [2.91445, -1.57237, -5.18019], [2.26791, -0.14193, -3.27830], [-0.71770, -1.40277, -2.61407], [-2.34460, -0.86172, -3.00494], [-2.78042, -0.90970, -4.33071], [-4.05776, -0.51716, -4.70005], [-4.44967, -0.57782, -6.09833], [-4.73975, -0.63544, -7.21136], [-4.94792, -0.07240, -3.71719], [-4.52969, -0.03033, -2.39643], [-3.23827, -0.40458, -2.01627], [-2.77877, -0.33454, -0.32381], [-6.29309, 0.35735, -4.06175], [-7.36194, 0.68893, -4.33401], [-2.09737, -1.25939, -5.09274], [-5.22168, 0.30380, -1.63374], [-0.27003, 1.65497, -1.77230], [0.08154, 3.17807, -1.13162], [0.30130, 4.24527, -0.72241], [-0.14482, -3.70640, 0.45957], [-0.26281, -2.20043, 0.09592]]}